[1]
{
  "formula": "C6H14",
  "method": "ωB97M-V with the def2-TZVPD basis set",
  "symbols": ["C", "C", "C", "C", "C", "C", "H", "H", "H", "H", "H", "H", "H", "H", "H", "H", "H", "H", "H", "H"],
  "positions_angstrom": [[-1.800053, 0.973210, -0.062789], [-0.735038, -0.093144, 0.219454], [-0.980324, -1.362781, -0.550028], [0.668537, 0.479656, 0.292161], [1.534067, -0.433260, 1.145771], [1.289913, 0.728828, -1.079592], [-1.515095, 2.032687, -0.074904], [-2.645525, 0.735974, -0.721482], [-1.933410, 0.589800, 0.977278], [-0.961614, -0.456549, 1.398431], [-0.727328, -1.276111, -1.610918], [-2.042790, -1.630889, -0.479771], [-0.393284, -2.150390, -0.078261], [0.579841, 1.452594, 0.805033], [1.661559, -1.409059, 0.661967], [1.069525, -0.601631, 2.125347], [2.521772, 0.006012, 1.294454], [0.655821, 1.368308, -1.704977], [2.264315, 1.216552, -0.967197], [1.452476, -0.216744, -1.609993]],
  "atomic_forces_ev_per_a": [[-0.6, -0.3, 1.7], [0.6, -1.3, 1.7], [0.2, -0.3, -0.1], [0.2, -0.1, 0.0], [0.3, 0.0, 0.0], [0.0, 0.0, -0.1], [0.2, -0.5, -0.1], [0.6, -0.1, 0.2], [-3.0, 2.7, -0.4], [1.1, 0.4, -2.6], [0.0, 0.0, 0.1], [0.3, 0.0, 0.0], [0.0, -0.3, -0.3], [0.0, -0.2, -0.1], [0.1, 0.1, 0.1], [0.2, 0.1, -0.2], [0.0, -0.1, 0.0], [0.1, -0.1, 0.1], [-0.1, 0.0, -0.1], [0.0, 0.1, 0.0]],
  "homo_energy_ev": -9.28,
  "smiles": "CC(C)C(C)C",
  "spin_multiplicity": 1,
  "e_above_lowest_kcal_mol": 49.2,
  "lumo_ev": 1.11,
  "e_tot_ha": -236.9330,
  "fmax_ev_per_a": 4.03
}


[2]
{
  "formula": "C12H23AgNO7PS2",
  "method": "ωB97M-V with the def2-TZVPD basis set",
  "symbols": ["Ag", "O", "C", "C", "N", "C", "C", "O", "O", "C", "C", "O", "O", "H", "H", "H", "H", "H", "H", "H", "H", "H", "C", "C", "C", "O", "P", "S", "S", "O", "C", "C", "C", "H", "H", "H", "H", "H", "H", "H", "H", "H", "H", "H", "H", "H", "H"],
  "positions_angstrom": [[0.787959, -1.989861, 0.048415], [3.517936, -3.668642, 1.474230], [3.389678, -3.151337, 2.770117], [1.944646, -2.861577, 3.194402], [1.292476, -1.806954, 2.436718], [2.020426, -0.546457, 2.441156], [3.210616, -0.554320, 1.425686], [4.217339, 0.091110, 1.719058], [3.043409, -1.225145, 0.367064], [-0.103674, -1.721104, 2.844884], [-0.891920, -2.995584, 2.374484], [-1.626026, -3.544846, 3.195150], [-0.715907, -3.354523, 1.182252], [3.348369, -2.910506, 0.871862], [3.796674, -3.915436, 3.443559], [3.994229, -2.242420, 2.881136], [1.351482, -3.770188, 3.049080], [1.949771, -2.617875, 4.278501], [1.349657, 0.239294, 2.086827], [2.389013, -0.264594, 3.443726], [-0.215661, -1.608729, 3.937837], [-0.564856, -0.858727, 2.354941], [0.668204, 2.109153, -3.266024], [0.040034, 3.150565, -2.337588], [0.966880, 3.437833, -1.162991], [-1.258599, 2.750370, -1.937943], [-1.561893, 1.863577, -0.575063], [-1.669708, 3.047020, 0.989356], [-0.378115, 0.250437, -0.673102], [-3.121546, 1.523027, -0.838889], [-3.797676, 0.829589, -1.867075], [-4.191576, 1.811527, -2.970708], [-3.022477, -0.349188, -2.433054], [1.602128, 2.492032, -3.678546], [-0.013280, 1.859194, -4.078123], [0.870550, 1.209823, -2.688992], [-0.138260, 4.082634, -2.903860], [1.149676, 2.512771, -0.617921], [0.502035, 4.149888, -0.484205], [1.917656, 3.834305, -1.516653], [-4.712889, 0.452665, -1.379554], [-3.293269, 2.227195, -3.420863], [-4.769593, 2.629211, -2.544776], [-4.783344, 1.301762, -3.730592], [-2.130883, 0.009424, -2.939536], [-3.653874, -0.895673, -3.133877], [-2.705820, -1.010718, -1.630500]],
  "atomic_forces_ev_per_a": [[0.0, -0.1, 0.2], [-0.1, -0.1, -0.4], [-0.2, 0.1, 0.3], [0.3, -0.3, -0.2], [0.0, 0.3, 0.4], [0.3, -0.1, -0.2], [-0.2, 0.3, 0.7], [0.2, 0.3, 0.2], [-0.3, -0.4, -0.7], [-0.3, -0.3, -0.1], [0.2, 0.5, 0.4], [-0.4, -0.2, 0.6], [0.3, 0.0, -0.9], [0.1, -0.1, 0.1], [-0.1, 0.1, 0.1], [0.0, -0.1, 0.1], [0.1, 0.0, 0.1], [0.0, 0.0, -0.1], [-0.1, 0.0, 0.1], [0.0, -0.1, -0.2], [0.0, -0.1, -0.2], [0.0, 0.0, 0.0], [-0.1, 0.2, 0.1], [0.7, 0.2, -0.4], [-0.2, 0.2, 0.0], [-0.7, -0.5, 0.4], [-0.2, 0.1, -0.2], [0.3, -0.2, 0.1], [-0.3, 0.5, 0.3], [0.2, 0.1, 0.2], [-0.2, -0.3, -0.5], [0.1, -0.1, 0.3], [-0.2, 0.1, 0.2], [0.0, 0.1, -0.1], [0.0, 0.0, -0.1], [0.1, 0.0, -0.1], [0.1, -0.2, 0.1], [0.1, 0.1, 0.1], [0.1, 0.0, 0.0], [0.1, 0.0, -0.1], [0.2, 0.1, -0.1], [0.1, 0.0, -0.1], [-0.1, 0.1, 0.0], [-0.1, 0.0, -0.1], [0.1, -0.1, -0.1], [-0.1, 0.0, -0.1], [0.0, -0.1, -0.1]],
  "homo_energy_ev": -2.41,
  "spin_multiplicity": 1,
  "charge": -2,
  "lumo_ev": 4.83,
  "e_tot_ha": -2337.3832,
  "fmax_ev_per_a": 0.98
}


[3]
{
  "formula": "C6H9Cl3IN2OS",
  "method": "ωB97M-V with the def2-TZVPD basis set",
  "symbols": ["C", "C", "O", "N", "C", "C", "N", "I", "C", "S", "H", "H", "H", "H", "H", "H", "H", "H", "C", "Cl", "Cl", "Cl", "H"],
  "positions_angstrom": [[0.784837, -0.075592, 0.360192], [0.919998, 1.441464, -0.145218], [-0.237391, 1.922467, -0.924286], [-1.400957, 1.569920, -0.348513], [-1.765852, 2.294305, 0.862760], [-3.091960, 1.607816, 1.240019], [-3.397429, 0.569372, 0.238409], [-5.040024, -0.663439, 0.227780], [-2.328661, 0.543408, -0.728022], [-2.022055, -0.473893, -2.224211], [0.837272, -0.793568, -0.537715], [-0.153618, -0.295371, 0.972295], [1.688718, -0.292183, 1.049680], [1.121284, 2.105038, 0.773344], [1.804709, 1.455953, -0.888452], [-1.174036, 3.137952, 1.341185], [-3.680631, 1.906051, 2.167211], [-2.524360, -1.758962, -2.065653], [3.999504, -2.883410, -0.358778], [2.388017, -3.601287, -0.505224], [3.916249, -1.125050, -0.548325], [4.729780, -3.306895, 1.194676], [4.626603, -3.284096, -1.153153]],
  "atomic_forces_ev_per_a": [[0.4, 0.0, -0.2], [1.4, -1.7, 0.8], [0.6, -0.9, -0.6], [-2.8, -0.1, 2.6], [-5.0, -4.3, -0.9], [3.9, 1.5, -1.6], [3.6, 2.6, -0.1], [0.5, 0.4, 0.0], [0.2, 1.1, 2.2], [-0.2, 0.9, 0.7], [-0.1, 1.1, 1.5], [1.2, 0.5, -0.8], [-1.5, 0.4, -1.2], [-0.4, -0.7, -1.6], [-1.6, 0.4, 1.2], [-0.9, -1.4, -1.0], [0.5, -1.0, -1.7], [0.0, 1.2, 0.9], [0.1, -0.1, 0.2], [0.1, 0.0, 0.0], [0.2, -0.1, -0.1], [-0.1, 0.1, -0.2], [-0.1, 0.1, 0.1]],
  "homo_energy_ev": -12.98,
  "spin_multiplicity": 1,
  "charge": 1,
  "lumo_ev": -4.88,
  "e_tot_ha": -2494.8035,
  "fmax_ev_per_a": 6.61
}


[4]
{
  "formula": "C3H7N3",
  "method": "ωB97M-V with the def2-TZVPD basis set",
  "symbols": ["N", "C", "C", "C", "N", "N", "H", "H", "H", "H", "H", "H", "H"],
  "positions_angstrom": [[0.842880, -1.017916, -1.223009], [0.791330, -1.790001, -0.051932], [-0.131040, -1.241379, 0.880561], [-0.482859, 0.144458, 0.752165], [-0.220658, 0.951635, -0.250264], [-0.512230, 2.312144, 0.049461], [1.654921, -0.927267, -1.827646], [0.104037, -0.158697, -1.154736], [1.707926, -2.688046, 0.167943], [-0.706497, -1.475781, 1.734066], [-1.022719, 0.598519, 1.633757], [-1.529320, 2.441357, 0.281431], [-0.495771, 2.850972, -0.991798]],
  "atomic_forces_ev_per_a": [[-0.8, -1.0, 1.9], [1.5, 0.5, -0.2], [0.9, 0.9, -1.5], [-0.3, 1.4, -0.6], [-1.3, -0.1, 1.8], [-1.0, 2.5, -4.0], [-0.2, -0.4, 0.5], [2.2, -1.4, -0.9], [-3.4, 2.6, -0.8], [0.5, -2.1, 0.9], [0.6, -0.5, -0.8], [1.1, -0.5, 0.0], [0.1, -1.9, 3.7]],
  "homo_energy_ev": -7.59,
  "smiles": "N/C=C\\C=N\\N",
  "spin_multiplicity": 1,
  "e_above_lowest_kcal_mol": 90.4,
  "lumo_ev": 0.82,
  "e_tot_ha": -282.6302,
  "fmax_ev_per_a": 4.77
}


[5]
{
  "formula": "C22H30N4O3",
  "method": "ωB97M-V with the def2-TZVPD basis set",
  "symbols": ["C", "C", "N", "C", "C", "C", "C", "N", "C", "O", "C", "C", "N", "C", "C", "O", "C", "C", "O", "C", "C", "C", "C", "C", "C", "C", "C", "N", "C", "H", "H", "H", "H", "H", "H", "H", "H", "H", "H", "H", "H", "H", "H", "H", "H", "H", "H", "H", "H", "H", "H", "H", "H", "H", "H", "H", "H", "H", "H"],
  "positions_angstrom": [[0.350180, 6.033658, -3.681127], [0.382856, 5.045987, -2.516923], [0.123158, 3.692972, -2.984561], [1.025071, 2.685493, -2.455230], [2.395998, 2.765641, -3.120793], [-1.272259, 3.330625, -2.972322], [-1.904461, 3.032461, -1.592109], [-1.638322, 1.691546, -1.128215], [-0.934388, 1.420879, -0.001771], [-0.492025, 2.289083, 0.722491], [-0.783944, -0.041139, 0.258448], [-1.863211, -0.864547, 0.155859], [-1.814574, -2.206791, 0.389984], [-3.053128, -2.957293, 0.313945], [-4.018985, -2.648942, 1.482697], [-4.082694, -3.647918, 2.459940], [-2.915732, -3.785627, 3.241732], [-0.645221, -2.889233, 0.708551], [-0.664056, -4.105776, 0.881845], [0.499682, -2.031041, 0.811175], [0.449437, -0.641304, 0.632176], [1.776089, -0.157622, 0.841071], [2.368150, 1.105333, 0.839070], [3.719308, 1.199273, 1.081313], [4.494080, 0.063887, 1.336555], [3.933450, -1.193475, 1.369998], [2.567762, -1.299869, 1.123855], [1.779668, -2.416025, 1.105531], [2.243212, -3.753349, 1.353983], [-0.633299, 6.053362, -4.143674], [0.587780, 7.035108, -3.331072], [1.075672, 5.740280, -4.434513], [1.370162, 5.077183, -2.054243], [-0.343428, 5.358686, -1.753283], [0.596383, 1.703819, -2.672048], [1.143123, 2.767719, -1.365017], [2.884929, 3.711690, -2.905881], [2.290480, 2.671496, -4.198333], [3.028466, 1.961223, -2.752979], [-1.401062, 2.449950, -3.611839], [-1.826550, 4.153973, -3.428034], [-2.988669, 3.178481, -1.657342], [-1.503755, 3.705951, -0.831789], [-1.915160, 0.932686, -1.730509], [-2.842619, -0.483344, -0.094819], [-3.541385, -2.731948, -0.637168], [-2.791796, -4.018331, 0.336736], [-5.039800, -2.572896, 1.100459], [-3.737940, -1.684380, 1.937087], [-3.160869, -4.498570, 4.025918], [-2.632343, -2.827254, 3.694617], [-2.075469, -4.170520, 2.656752], [1.767561, 1.985127, 0.679730], [4.195514, 2.168328, 1.082516], [5.551974, 0.179020, 1.521816], [4.531597, -2.066211, 1.583020], [1.396771, -4.433465, 1.287290], [2.685257, -3.820715, 2.350524], [2.995476, -4.036626, 0.614102]],
  "atomic_forces_ev_per_a": [[0.0, -0.1, 0.3], [0.0, 0.2, -0.3], [0.0, -0.1, 0.0], [0.3, 0.0, -0.2], [-0.3, -0.1, 0.2], [-0.1, 0.0, 0.3], [0.0, 0.3, -0.2], [-0.2, 0.0, -0.3], [-0.4, -0.3, -0.3], [0.3, 0.1, 0.3], [-0.4, -0.3, 0.1], [0.3, 0.6, 0.0], [0.4, 0.0, 0.0], [-0.5, -0.3, 0.2], [0.0, 0.0, -0.2], [-0.2, -0.1, 0.0], [0.1, 0.0, 0.0], [-0.2, -0.2, 0.0], [0.1, -0.1, 0.0], [-0.1, 0.8, -0.1], [-0.2, -0.7, 0.1], [0.3, -0.3, 0.1], [0.1, 0.1, 0.0], [0.0, 0.2, -0.1], [0.0, -0.2, 0.0], [0.2, -0.1, 0.0], [-0.2, 0.5, -0.1], [-0.1, 0.0, 0.0], [0.2, -0.5, 0.1], [-0.1, 0.0, -0.1], [0.0, 0.2, 0.0], [0.1, 0.0, -0.1], [0.0, 0.0, 0.1], [0.1, 0.0, 0.1], [0.0, 0.0, 0.1], [-0.1, -0.1, 0.0], [0.1, 0.1, 0.0], [0.0, 0.0, -0.1], [0.2, -0.1, 0.0], [-0.1, 0.0, 0.0], [-0.1, -0.1, 0.0], [0.1, 0.1, 0.0], [-0.1, 0.0, -0.1], [0.2, 0.0, 0.1], [0.0, 0.0, 0.0], [0.1, 0.0, 0.0], [-0.1, 0.2, -0.1], [0.1, 0.1, 0.0], [-0.1, -0.1, -0.1], [0.1, 0.0, 0.0], [0.0, 0.0, 0.0], [0.0, 0.0, 0.0], [0.0, 0.1, 0.0], [0.0, 0.1, 0.0], [0.1, 0.0, 0.0], [0.1, -0.1, 0.0], [0.1, 0.1, 0.0], [0.0, 0.0, 0.0], [0.0, 0.0, 0.0]],
  "homo_energy_ev": -7.74,
  "smiles": "CCN(CC)CCNC(=O)c1cn(CCOC)c(=O)c2c1c1ccccc1n2C",
  "spin_multiplicity": 1,
  "e_above_lowest_kcal_mol": 29.5,
  "lumo_ev": 0.36,
  "e_tot_ha": -1301.0924,
  "fmax_ev_per_a": 0.85
}


[6]
{
  "formula": "C11H24N3",
  "method": "ωB97M-V with the def2-TZVPD basis set",
  "symbols": ["C", "C", "C", "C", "C", "C", "C", "C", "C", "C", "C", "N", "N", "N", "H", "H", "H", "H", "H", "H", "H", "H", "H", "H", "H", "H", "H", "H", "H", "H", "H", "H", "H", "H", "H", "H", "H", "H"],
  "positions_angstrom": [[-0.456792, -0.628931, -0.837101], [-0.600152, -0.453537, 0.664134], [0.696279, -0.233622, -1.781970], [-0.490939, 0.781216, 1.394119], [-1.693589, -1.241180, -1.530746], [-0.405045, -1.700514, 1.450308], [1.034851, -1.242620, -2.925419], [2.076609, 0.274075, -1.132030], [-0.097484, 2.127306, 0.684166], [1.311779, 0.528166, 3.069048], [-0.187376, 0.843546, 2.854336], [-0.113815, 0.959654, -2.007014], [-1.031743, 0.868983, -3.079522], [-1.955335, 0.302471, 1.159507], [-2.089428, -1.972705, -0.898238], [-1.469988, -1.511038, -2.514595], [-2.426713, -0.478898, -1.668604], [0.556333, -2.128281, 1.124877], [-1.153429, -2.411438, 1.181045], [-0.524321, -1.666390, 2.550108], [1.674904, -0.659289, -3.717814], [0.184059, -1.656600, -3.485573], [1.561973, -2.062354, -2.587258], [2.475522, 1.001578, -1.815798], [2.870826, -0.550518, -1.135751], [2.078081, 0.778652, -0.189878], [-0.236191, 2.150083, -0.342870], [0.939712, 2.391645, 0.950138], [-0.789318, 2.949775, 1.090327], [2.049551, 1.284384, 2.835178], [1.435625, -0.458211, 2.598241], [1.358914, 0.544078, 4.111297], [-0.230422, 1.829387, 3.236199], [-0.684363, 0.131504, 3.413198], [-0.728073, 0.335320, -3.892045], [-1.421485, 1.757743, -3.167644], [-2.300201, 1.006883, 0.548664], [-2.506324, -0.171575, 1.894319]],
  "atomic_forces_ev_per_a": [[-0.7, 1.4, -1.8], [-0.4, 0.0, -1.0], [1.3, -0.1, 1.4], [-0.1, 2.7, 0.5], [1.9, 1.8, 1.5], [0.1, -1.1, 0.3], [-0.6, 3.6, -2.1], [0.2, -2.1, -1.5], [-1.5, 0.6, 3.1], [-1.0, -0.6, -0.9], [3.3, 0.7, -1.6], [-1.4, -2.4, -0.7], [1.9, -1.4, 2.0], [2.1, -0.5, -0.3], [-0.7, -1.6, 0.5], [0.2, -1.2, -1.0], [-0.8, 0.8, 0.1], [-0.3, 0.1, 0.5], [-0.5, -0.7, -0.6], [0.6, 0.4, -0.6], [-1.0, -1.2, 1.5], [0.1, 0.4, 0.3], [1.3, -1.5, 1.0], [0.1, 0.4, -0.5], [-1.3, 0.9, 0.3], [-0.5, -0.1, 0.8], [0.0, -0.3, -1.7], [-0.5, -0.2, -0.1], [1.1, -1.1, -0.2], [-0.1, 0.1, -1.0], [1.0, 0.4, 0.6], [0.6, -0.9, 1.9], [-1.2, 1.0, 0.3], [-1.4, -1.1, 1.2], [-0.1, 0.6, 0.1], [-0.7, 1.3, -0.9], [-1.3, -0.1, -0.6], [0.4, 0.9, -0.6]],
  "homo_energy_ev": -11.21,
  "spin_multiplicity": 1,
  "e_above_lowest_kcal_mol": 65.0,
  "charge": 1,
  "lumo_ev": -2.50,
  "e_tot_ha": -597.3784,
  "fmax_ev_per_a": 4.22
}